# 1
{"formula": "C16H19N5OS", "method": "ωB97M-V/def2-TZVPD", "e_above_lowest_ev": 1.053, "total_energy_ha": -1368.2774, "gap_ev": 8.26, "elements": ["C", "H", "H", "H", "C", "C", "C", "N", "C", "N", "C", "C", "H", "H", "H", "N", "H", "H", "N", "C", "N", "S", "C", "C", "O", "C", "C", "C", "C", "C", "C", "H", "H", "H", "H", "H", "H", "H", "H", "H", "H", "H"], "positions_angstrom": [[-0.777, -1.639, 2.380], [0.214, -1.479, 1.962], [-1.268, -2.399, 1.778], [-0.666, -2.015, 3.394], [-1.595, -0.345, 2.383], [-1.699, 0.260, 1.014], [-0.714, 1.103, 0.472], [-0.846, 1.666, -0.724], [-1.930, 1.371, -1.426], [-2.892, 0.535, -1.037], [-2.783, -0.003, 0.170], [-3.899, -0.921, 0.561], [-4.565, -1.042, -0.288], [-4.462, -0.501, 1.393], [-3.514, -1.893, 0.862], [-2.084, 1.990, -2.620], [-2.788, 1.633, -3.241], [-1.280, 2.455, -3.002], [0.969, 1.083, 2.258], [0.540, 1.425, 1.116], [1.504, 0.817, 3.222], [1.722, 2.475, 0.289], [2.875, 1.221, -0.391], [2.447, 0.676, -1.752], [1.232, -0.029, -1.753], [1.153, -1.283, -1.224], [-0.112, -1.871, -1.284], [-0.316, -3.140, -0.787], [0.733, -3.847, -0.220], [1.988, -3.271, -0.167], [2.207, -1.997, -0.666], [3.204, -1.584, -0.621], [2.815, -3.814, 0.267], [0.574, -4.839, 0.174], [-1.300, -3.582, -0.847], [-0.917, -1.309, -1.730], [3.258, 0.056, -2.162], [2.272, 1.516, -2.431], [2.971, 0.435, 0.356], [3.829, 1.737, -0.496], [-2.595, -0.561, 2.762], [-1.142, 0.375, 3.068]], "nbo_charge": [-0.599, 0.204, 0.208, 0.210, -0.434, -0.103, 0.228, -0.505, 0.563, -0.537, 0.274, -0.656, 0.239, 0.225, 0.219, -0.791, 0.399, 0.400, 0.074, -0.241, 0.013, 0.283, -0.555, -0.076, -0.494, 0.296, -0.264, -0.184, -0.252, -0.203, -0.275, 0.208, 0.214, 0.214, 0.213, 0.231, 0.176, 0.205, 0.223, 0.233, 0.216, 0.204]}

# 2
{"formula": "C18H20FN2", "method": "ωB97M-V/def2-TZVPD", "e_above_lowest_ev": 0.000, "total_energy_ha": -907.0933, "gap_ev": 7.90, "smiles": "CCC1=C[C@@H]2Cc3[nH+]c4cc(F)ccc4c(N)c3[C@H](C1)C2", "total_charge": 1, "elements": ["C", "C", "C", "C", "C", "C", "C", "N", "C", "C", "C", "F", "C", "C", "C", "C", "N", "C", "C", "C", "C", "H", "H", "H", "H", "H", "H", "H", "H", "H", "H", "H", "H", "H", "H", "H", "H", "H", "H", "H", "H"], "positions_angstrom": [[3.911, 0.991, -0.668], [3.078, 1.724, -1.712], [1.673, 1.233, -1.705], [0.666, 2.155, -1.890], [-0.776, 1.761, -2.138], [-1.594, 1.810, -0.873], [-1.322, 0.617, 0.038], [-1.837, 0.680, 1.298], [-1.742, -0.309, 2.202], [-2.361, -0.133, 3.464], [-2.304, -1.155, 4.374], [-3.009, -1.068, 5.487], [-1.636, -2.364, 4.067], [-1.039, -2.549, 2.824], [-1.075, -1.524, 1.861], [-0.483, -1.621, 0.580], [0.308, -2.748, 0.193], [-0.626, -0.535, -0.321], [-0.095, -0.614, -1.742], [1.425, -0.285, -1.747], [-0.841, 0.319, -2.678], [4.104, -0.028, -1.007], [3.428, 0.968, 0.326], [4.852, 1.489, -0.520], [3.472, 1.601, -2.737], [3.119, 2.774, -1.447], [0.916, 3.221, -1.858], [-1.187, 2.447, -2.877], [-1.274, 2.725, -0.321], [-2.626, 1.879, -1.129], [-2.357, 1.569, 1.470], [-2.928, 0.737, 3.708], [-1.630, -3.107, 4.853], [-0.571, -3.513, 2.651], [0.424, -3.504, 0.857], [0.732, -2.883, -0.740], [-0.222, -1.610, -2.174], [1.928, -0.745, -0.907], [1.814, -0.653, -2.684], [-1.893, 0.002, -2.683], [-0.423, 0.248, -3.693]], "nbo_charge": [-0.605, -0.441, 0.056, -0.215, -0.261, -0.444, 0.339, -0.475, 0.210, -0.299, 0.456, -0.282, -0.256, -0.150, -0.099, 0.321, -0.778, -0.131, -0.224, -0.455, -0.387, 0.201, 0.202, 0.225, 0.221, 0.218, 0.218, 0.239, 0.241, 0.244, 0.435, 0.243, 0.252, 0.225, 0.409, 0.429, 0.222, 0.224, 0.228, 0.211, 0.236]}

# 3
{"formula": "C3H10N2O", "method": "ωB97M-V/def2-TZVPD", "e_above_lowest_ev": 1.781, "total_energy_ha": -304.9416, "multiplicity": 2, "gap_ev": [2.55, 8.04], "total_charge": -1, "elements": ["O", "C", "C", "H", "H", "H", "H", "N", "C", "N", "H", "H", "H", "H", "H", "H"], "positions_angstrom": [[3.913, -1.185, -0.806], [3.664, -0.007, -0.667], [4.424, 1.012, -1.437], [2.820, 0.376, -0.059], [4.788, 0.779, -2.520], [3.905, 1.955, -1.611], [5.433, 1.374, -0.989], [-3.279, -1.782, 1.001], [-3.617, -0.284, 1.371], [-2.949, 0.705, 0.666], [-3.312, -1.463, 0.023], [-2.326, -2.062, 1.236], [-3.531, -0.414, 2.467], [-4.709, -0.292, 1.081], [-3.309, 0.645, -0.351], [-1.916, 0.644, 0.594]], "nbo_charge": [-0.676, 0.065, -0.724, 0.014, 0.186, 0.196, 0.156, -0.893, -0.106, -0.908, 0.327, 0.343, 0.181, 0.168, 0.339, 0.332]}

# 4
{"formula": "C4H7NO2", "method": "ωB97M-V/def2-TZVPD", "e_above_lowest_ev": 2.450, "total_energy_ha": -361.7908, "gap_ev": 11.03, "smiles": "C[C@H](O)CN=C=O", "elements": ["C", "C", "O", "C", "N", "C", "O", "H", "H", "H", "H", "H", "H", "H"], "positions_angstrom": [[-1.313, -0.952, 0.090], [-0.346, -0.086, -0.711], [0.944, -0.662, -0.887], [-0.002, 1.255, 0.015], [1.345, 1.077, 0.592], [1.683, -0.098, 0.897], [2.261, -0.992, 1.375], [-0.951, -1.132, 1.110], [-1.480, -1.921, -0.389], [-2.281, -0.438, 0.167], [-0.747, 0.089, -1.713], [1.509, 0.224, -0.780], [-0.712, 1.496, 0.810], [0.028, 2.095, -0.687]], "nbo_charge": [-0.636, 0.066, -0.689, -0.254, -0.625, 0.868, -0.473, 0.212, 0.228, 0.218, 0.182, 0.485, 0.210, 0.208]}

# 5
{"formula": "C15H41N11O24", "method": "ωB97M-V/def2-TZVPD", "e_above_lowest_ev": 26.808, "total_energy_ha": -3002.2048, "gap_ev": 7.27, "elements": ["C", "N", "O", "O", "H", "H", "H", "C", "N", "O", "O", "H", "H", "H", "C", "N", "O", "O", "H", "H", "H", "C", "N", "O", "O", "H", "H", "H", "C", "N", "O", "O", "H", "H", "H", "C", "N", "O", "O", "H", "H", "H", "C", "N", "O", "O", "H", "H", "H", "C", "N", "O", "O", "H", "H", "H", "C", "N", "O", "O", "H", "H", "H", "C", "N", "O", "O", "H", "H", "H", "C", "N", "O", "O", "H", "H", "H", "O", "C", "O", "C", "C", "C", "H", "H", "H", "H", "H", "H", "H", "H"], "positions_angstrom": [[0.740, -0.874, -3.333], [1.438, -1.102, -2.007], [0.739, -1.353, -1.047], [2.687, -1.145, -2.014], [0.235, -1.786, -3.652], [1.411, -0.398, -4.049], [0.025, -0.090, -3.085], [2.906, 0.054, -0.426], [3.940, 0.795, 0.373], [3.646, 1.559, 1.264], [5.116, 0.633, 0.046], [2.186, 0.747, -0.862], [2.410, -0.591, 0.299], [3.394, -0.486, -1.238], [-4.257, -0.068, -2.147], [-3.736, 1.019, -1.272], [-4.455, 1.972, -1.089], [-2.593, 0.880, -0.867], [-5.328, 0.087, -2.273], [-3.983, -1.060, -1.790], [-3.792, 0.068, -3.124], [0.879, 3.107, -1.843], [0.611, 1.856, -2.665], [0.825, 0.816, -2.018], [0.194, 1.935, -3.778], [1.870, 3.534, -1.992], [0.645, 3.029, -0.781], [0.111, 3.669, -2.375], [-3.043, -1.680, 0.182], [-4.360, -1.381, 0.647], [-4.653, -1.700, 1.787], [-5.119, -0.714, -0.062], [-3.169, -2.747, 0.003], [-2.351, -1.541, 1.013], [-2.756, -1.058, -0.666], [-3.919, 1.483, 1.506], [-2.744, 2.157, 2.022], [-1.672, 1.634, 1.862], [-2.966, 3.203, 2.682], [-3.645, 0.885, 0.636], [-4.685, 2.235, 1.315], [-4.297, 0.827, 2.290], [1.562, 2.876, 1.324], [2.345, 3.999, 0.880], [2.319, 5.038, 1.513], [2.997, 3.713, -0.149], [1.886, 2.795, 2.362], [1.817, 1.923, 0.861], [0.478, 2.991, 1.347], [-1.420, -3.746, -2.459], [-1.604, -2.277, -2.432], [-1.744, -1.726, -3.483], [-1.470, -1.704, -1.364], [-2.122, -4.094, -3.216], [-1.703, -4.243, -1.531], [-0.384, -3.836, -2.784], [-1.098, 3.399, 0.125], [-0.541, 4.706, -0.346], [-1.197, 5.366, -1.131], [0.625, 4.973, -0.020], [-2.142, 3.463, -0.183], [-0.869, 3.193, 1.171], [-0.692, 2.577, -0.464], [0.291, -2.799, 1.144], [0.476, -2.234, 2.515], [-0.032, -1.139, 2.751], [1.034, -2.976, 3.313], [-0.696, -2.488, 0.801], [0.325, -3.888, 1.168], [1.111, -2.372, 0.566], [-1.017, -0.264, -0.072], [0.255, 0.395, 0.404], [0.313, 1.629, 0.352], [1.188, -0.334, 0.789], [-1.914, 0.278, 0.228], [-0.932, -1.296, 0.270], [-1.018, -0.127, -1.153], [3.993, -1.507, 3.608], [3.177, -1.199, 2.710], [2.946, -1.846, 1.546], [3.850, -2.914, 1.158], [3.520, -4.201, 1.817], [2.361, 0.048, 2.814], [4.903, -2.694, 1.335], [3.671, -3.110, 0.100], [4.043, -5.042, 1.362], [2.452, -4.415, 1.773], [3.750, -4.297, 2.878], [1.371, -0.243, 2.463], [2.784, 0.723, 2.071], [2.271, 0.519, 3.793]], "mulliken_charge": [-1.236, 0.810, 0.172, -0.679, 0.414, 0.482, 0.404, 0.126, 1.403, -0.567, -0.814, -0.698, 0.454, 0.137, -0.801, 0.530, -0.541, 0.276, 0.394, 0.432, 0.398, 1.121, 0.475, -0.561, -0.653, 0.373, -2.348, 0.498, 0.214, 1.388, -0.649, -0.566, 0.667, 0.689, -1.715, -0.486, 0.834, -0.344, -0.603, -0.673, 0.446, 0.201, -0.248, 1.365, -0.715, -0.689, 0.818, -0.217, -0.231, -1.045, 0.327, -0.545, 0.066, 0.431, 0.307, 0.306, -2.564, 1.182, -0.678, -0.546, 0.687, 1.612, 1.195, 0.032, 1.478, -0.518, -0.640, -0.113, 0.640, 0.260, -1.139, -0.302, 0.392, -0.553, -0.014, -0.754, 0.811, -0.675, 0.243, 0.139, -0.472, -1.129, -0.197, 0.445, 0.263, 0.446, 0.154, 0.306, 0.146, 0.041, 0.489]}

# 6
{"formula": "C6H13O5PS2", "method": "ωB97M-V/def2-TZVPD", "e_above_lowest_ev": 2.393, "total_energy_ha": -1750.2412, "gap_ev": 9.64, "elements": ["C", "C", "C", "C", "C", "C", "O", "O", "O", "O", "O", "P", "S", "S", "H", "H", "H", "H", "H", "H", "H", "H", "H", "H", "H", "H", "H"], "positions_angstrom": [[0.185, -1.077, -2.240], [1.647, -0.949, -1.781], [-0.432, 0.321, -2.142], [1.211, 0.778, 0.301], [-0.249, -0.581, 2.975], [-1.090, 1.890, 1.669], [-1.318, -0.345, 0.339], [1.268, -1.787, 0.664], [3.461, -0.779, 0.094], [-2.774, -1.104, -1.481], [-2.605, 1.286, -0.969], [-0.184, 0.318, 1.298], [2.020, -0.766, 0.004], [-1.984, 0.031, -1.141], [0.042, -1.299, -3.229], [-0.296, -1.693, -1.551], [2.390, -1.640, -2.026], [2.088, -0.121, -2.210], [0.072, 0.901, -1.463], [-0.719, 0.855, -3.004], [1.707, 1.567, 0.787], [-1.184, -0.502, 3.414], [-0.109, -1.628, 2.932], [0.466, -0.121, 3.514], [-0.522, 2.579, 2.237], [-1.267, 2.201, 0.585], [-1.823, 1.665, 2.425]], "nbo_charge": [-0.429, -0.653, -0.592, -1.235, -0.886, -0.984, -1.035, -0.983, -0.933, -0.885, -0.935, 1.802, 2.181, 2.355, 0.231, 0.239, 0.244, 0.218, 0.269, 0.243, 0.258, 0.236, 0.265, 0.232, 0.240, 0.282, 0.250]}